Entry 1:
12
Properties=species:S:1:pos:R:3 method="wB97M-V/def2-TZVPD" total_charge=0 homo_lumo_gap_ev=9.04 e_tot_ha=-985.646936 smiles="C/C(=N/S)NS" lumo_energy_ev=0.69
C 0.00 -1.47 -0.60
C -0.22 -0.06 -0.16
N -1.42 0.40 -0.34
S -1.77 1.95 0.19
N 0.77 0.75 0.51
S 2.47 0.60 0.28
H -0.57 -1.58 -1.56
H 1.06 -1.74 -0.69
H -0.50 -2.12 0.11
H -3.11 1.90 -0.10
H 0.53 1.59 1.06
H 2.77 -0.21 1.30


Entry 2:
86
Properties=species:S:1:pos:R:3 method="wB97M-V/def2-TZVPD" total_charge=+1 homo_lumo_gap_ev=8.66 e_tot_ha=-9119.633763 lumo_energy_ev=-2.52
Y -0.90 -0.70 -0.01
O -3.31 0.42 -0.36
As -3.61 0.09 1.38
O -4.61 1.12 2.09
O -1.92 0.07 1.66
C -4.24 -1.75 1.56
C -5.39 -1.77 2.35
C -6.02 -2.96 2.71
C -5.51 -4.16 2.27
C -4.37 -4.17 1.48
C -3.74 -3.00 1.13
S -2.32 -3.21 0.06
O -2.29 -4.54 -0.44
O -2.43 -2.11 -0.94
O -1.10 -2.79 0.83
H -3.91 1.06 -0.76
H -5.79 -0.83 2.69
H -6.91 -2.92 3.32
H -5.99 -5.09 2.54
H -3.97 -5.11 1.11
C -0.09 -1.78 -3.22
C 0.89 -2.28 -2.15
As 2.26 -0.88 -1.76
C 3.41 -1.15 -3.31
C 4.48 -0.26 -3.42
C 5.36 -0.36 -4.49
C 5.17 -1.32 -5.46
C 4.10 -2.20 -5.36
C 3.22 -2.12 -4.29
C 3.30 -1.78 -0.37
C 4.18 -1.00 0.37
C 4.94 -1.57 1.39
C 4.82 -2.92 1.68
C 3.94 -3.70 0.94
C 3.19 -3.13 -0.08
As -0.93 -0.05 -2.76
C -2.53 -0.01 -3.84
C -2.81 1.12 -4.60
C -3.98 1.18 -5.35
C -4.86 0.12 -5.35
C -4.58 -1.01 -4.59
C -3.42 -1.08 -3.83
C 0.23 1.24 -3.62
C 0.75 1.01 -4.88
C 1.62 1.93 -5.46
C 1.96 3.09 -4.78
C 1.42 3.33 -3.52
C 0.56 2.41 -2.94
H -0.91 -2.49 -3.36
H 0.42 -1.65 -4.18
H 1.42 -3.17 -2.48
H 0.36 -2.62 -1.25
H 4.63 0.51 -2.68
H 6.19 0.34 -4.55
H 5.85 -1.40 -6.30
H 3.95 -2.96 -6.12
H 2.41 -2.83 -4.24
H 4.28 0.07 0.18
H 5.63 -0.95 1.95
H 5.41 -3.36 2.47
H 3.84 -4.76 1.16
H 2.52 -3.77 -0.64
H -2.12 1.96 -4.62
H -4.19 2.07 -5.94
H -5.76 0.16 -5.94
H -5.27 -1.85 -4.59
H -3.23 -1.96 -3.23
H 0.50 0.12 -5.44
H 2.03 1.73 -6.44
H 2.64 3.80 -5.23
H 1.67 4.24 -2.99
H 0.16 2.62 -1.96
C 3.29 0.62 4.94
C 2.51 0.29 3.71
C 2.15 1.27 2.78
C 1.41 0.92 1.67
N 1.03 -0.34 1.42
C 1.38 -1.29 2.30
C 2.10 -1.02 3.44
H 3.61 1.66 4.94
H 4.17 -0.02 5.01
H 2.69 0.45 5.83
H 2.43 2.30 2.94
H 1.12 1.67 0.95
H 1.06 -2.30 2.07
H 2.35 -1.82 4.12


Entry 3:
46
Properties=species:S:1:pos:R:3 method="wB97M-V/def2-TZVPD" total_charge=+1 homo_lumo_gap_ev="7.49 / 7.49" e_tot_ha=-2111.265618 lumo_energy_ev="-4.45 / -4.45"
Rh -0.40 -0.67 0.49
C 0.61 -4.80 -0.54
C 1.02 -4.03 0.71
O 2.09 -4.64 1.43
P -0.40 -3.62 1.77
O -1.21 -4.95 1.94
O 0.12 -3.28 3.21
O -1.21 -2.53 1.12
P 1.67 -2.34 0.35
O 3.15 -2.55 -0.13
O 1.53 -1.51 1.61
O 0.82 -1.70 -0.76
H 0.23 -5.78 -0.26
H 1.48 -4.93 -1.19
H -0.16 -4.26 -1.09
H 1.81 -5.49 1.78
H -2.11 -4.89 2.30
H 0.76 -2.54 3.16
H 3.64 -3.19 0.40
N 0.31 1.06 -0.16
C 0.86 1.88 -0.77
N 1.49 2.80 -1.43
C 2.84 3.23 -1.03
C 2.79 4.68 -0.60
O 2.21 5.47 -1.62
C 0.87 5.10 -1.87
C 0.80 3.68 -2.39
H 3.49 3.11 -1.90
H 3.20 2.58 -0.23
H 3.79 5.06 -0.43
H 2.21 4.78 0.33
H 0.48 5.79 -2.62
H 0.27 5.20 -0.95
H 1.32 3.60 -3.34
H -0.23 3.34 -2.51
F -5.78 1.68 0.92
C -4.61 1.09 0.69
C -4.12 1.07 -0.62
C -2.91 0.47 -0.87
C -2.22 -0.11 0.19
C -2.74 -0.17 1.47
C -3.94 0.50 1.74
H -4.71 1.54 -1.41
H -2.49 0.46 -1.86
H -2.26 -0.72 2.27
H -4.38 0.51 2.73


Entry 4:
121
Properties=species:S:1:pos:R:3 method="wB97M-V/def2-TZVPD" total_charge=0 homo_lumo_gap_ev=9.06 e_tot_ha=-2139.256494 smiles=COC[C@H](C)N.COC[C@H](C)N.COC[C@H](C)N.COC[C@H](C)N.COC[C@H](C)N.CCO.CCO.CCO.O.O.O lumo_energy_ev=0.52
C -17.66 4.51 -18.62
O -18.16 5.34 -19.62
C -19.55 5.52 -19.56
C -20.05 6.46 -20.66
C -21.58 6.52 -20.69
N -19.48 6.10 -21.97
H -18.04 3.48 -18.60
H -17.77 4.96 -17.63
H -16.59 4.33 -18.76
H -20.07 4.57 -19.72
H -19.77 5.95 -18.58
H -19.65 7.46 -20.48
H -22.09 5.56 -20.87
H -21.95 7.29 -21.36
H -21.91 6.65 -19.65
H -19.83 6.83 -22.59
H -19.94 5.24 -22.29
C -12.98 2.46 -10.66
O -13.43 3.75 -10.93
C -14.74 3.95 -10.42
C -15.21 5.39 -10.59
C -16.45 5.62 -9.77
N -15.40 5.61 -12.05
H -11.99 2.24 -11.05
H -13.61 1.67 -11.08
H -12.98 2.26 -9.58
H -15.44 3.33 -10.99
H -14.72 3.65 -9.36
H -14.30 5.97 -10.38
H -16.20 5.46 -8.73
H -17.18 4.86 -10.07
H -16.91 6.59 -9.92
H -15.51 6.58 -12.31
H -14.58 5.25 -12.52
C -17.25 11.08 -15.26
O -16.64 12.04 -14.41
C -15.34 12.38 -14.84
C -14.24 11.97 -13.87
C -12.90 12.54 -14.37
N -14.10 10.49 -13.87
H -17.30 11.41 -16.30
H -18.27 11.01 -14.88
H -16.72 10.14 -15.18
H -15.11 12.09 -15.87
H -15.26 13.47 -14.90
H -14.29 12.34 -12.84
H -12.07 12.02 -13.90
H -12.81 13.57 -13.99
H -12.85 12.71 -15.45
H -13.26 10.33 -13.31
H -14.82 10.00 -13.36
C -17.64 1.35 -9.85
O -18.35 2.18 -10.76
C -19.71 1.76 -10.96
C -20.57 2.83 -11.62
C -22.04 2.43 -11.56
N -20.26 3.14 -13.01
H -18.26 0.60 -9.37
H -17.23 1.95 -9.03
H -16.80 0.91 -10.40
H -19.65 0.86 -11.59
H -20.13 1.42 -10.00
H -20.43 3.71 -10.98
H -22.33 2.18 -10.54
H -22.33 1.69 -12.30
H -22.66 3.31 -11.79
H -20.27 2.23 -13.47
H -19.33 3.50 -13.21
C -21.48 12.38 -10.45
O -21.66 11.69 -11.65
C -20.65 10.76 -11.95
C -20.22 9.78 -10.84
C -18.94 9.03 -11.24
N -21.26 8.76 -10.63
H -20.48 12.82 -10.35
H -21.63 11.71 -9.60
H -22.18 13.21 -10.37
H -21.04 10.11 -12.74
H -19.77 11.28 -12.34
H -20.02 10.33 -9.92
H -18.19 9.75 -11.58
H -19.10 8.25 -11.99
H -18.47 8.52 -10.40
H -21.00 8.28 -9.78
H -21.15 8.05 -11.35
C -21.92 9.37 -17.21
C -23.16 8.66 -17.75
O -23.44 9.09 -19.09
H -21.93 9.20 -16.14
H -21.94 10.46 -17.33
H -21.01 9.07 -17.74
H -24.03 8.86 -17.13
H -22.92 7.59 -17.74
H -24.39 9.17 -19.15
C -13.23 3.69 -14.95
C -13.93 4.97 -15.32
O -14.45 4.90 -16.65
H -12.47 3.35 -15.66
H -13.94 2.87 -15.08
H -12.90 3.71 -13.91
H -13.29 5.86 -15.28
H -14.75 5.17 -14.62
H -14.54 5.78 -17.02
C -18.80 7.18 -15.86
C -18.14 6.06 -15.11
O -18.25 6.28 -13.70
H -19.89 7.19 -15.77
H -18.60 7.03 -16.92
H -18.40 8.11 -15.47
H -17.11 5.99 -15.47
H -18.71 5.13 -15.22
H -18.07 5.48 -13.19
O -17.19 3.57 -12.96
H -16.83 4.39 -12.53
H -17.46 2.98 -12.22
O -16.49 8.43 -13.21
H -16.59 8.89 -14.05
H -17.12 7.67 -13.26
O -21.18 6.09 -11.39
H -20.42 5.90 -11.94
H -21.91 5.63 -11.81